The following is a DFT calculation (ωB97M-V/def2-TZVPD) of a structure of composition C18H37As3AuN3O2Se.

Values from the calculation:
E_HOMO = -13.6318 eV
Total charge = +2
Calculated total energy = -10266.70659 Eh
LUMO energy = -0.274 Ha
Orbital gap = 6.185 eV

The geometry in XYZ format:
```
65
Properties=species:S:1:pos:R:3:lowdin_charge:R:1
Au -0.053 -0.066 -0.269 0.531
Se 2.098 0.862 -1.011 0.735
As -2.222 -1.169 0.286 1.102
As -4.152 -0.176 4.613 1.158
As -0.557 1.816 1.103 1.068
O 1.006 -2.848 -3.395 0.025
O 0.027 -1.360 -2.041 -0.154
N 1.491 -2.462 0.049 0.040
N 4.656 2.251 2.680 0.090
N 1.525 -2.925 -1.264 0.038
C 4.428 3.049 1.644 -0.109
C 3.081 1.416 0.539 -0.658
C -0.006 3.474 0.308 -0.236
C 0.338 -2.248 -4.536 0.026
C -3.407 1.059 1.943 -0.688
C 0.318 1.722 2.811 -0.218
C -1.907 -2.695 1.423 -0.260
C -3.693 -0.115 0.998 -0.302
C 3.647 2.684 0.550 -0.120
C -2.850 0.579 3.291 -0.383
C -2.884 -0.130 6.101 -0.333
C 4.132 1.029 2.648 -0.130
C -3.951 -2.090 4.225 -0.342
C 3.349 0.561 1.602 -0.140
C -4.738 1.807 2.127 -0.077
C 0.815 -2.308 -2.223 -0.577
C -3.031 -1.933 -1.289 -0.244
C -2.470 2.085 1.283 -0.313
H -0.465 3.582 -0.672 0.056
H 3.508 3.370 -0.275 0.106
H 4.890 4.028 1.679 0.122
H -5.533 1.128 2.433 0.070
H -4.423 -2.636 5.041 0.031
H -0.739 -2.311 -4.406 0.099
H -2.031 -0.138 3.148 0.048
H -2.811 2.329 0.272 0.099
H -3.950 -2.432 -0.984 0.057
H 1.384 1.861 2.644 0.017
H -2.353 -2.652 -1.741 0.031
H 2.381 -2.029 0.275 0.069
H 0.658 -2.838 -5.385 0.109
H -2.860 -3.152 1.685 0.041
H -2.431 1.438 3.825 0.071
H 1.327 -3.245 0.672 0.108
H -2.508 3.017 1.857 0.103
H -1.381 -2.402 2.328 0.025
H -1.924 -0.570 5.827 0.025
H 0.132 0.769 3.296 0.037
H -2.738 0.898 6.429 0.025
H 2.965 -0.449 1.630 0.080
H -2.904 -2.389 4.171 0.012
H -4.351 -0.834 1.491 0.087
H 2.232 -3.584 -1.562 0.179
H 0.652 -1.213 -4.642 0.106
H -1.307 -3.409 0.862 0.031
H 4.351 0.390 3.496 0.119
H -3.304 -0.694 6.933 0.031
H -4.474 -2.366 3.309 0.005
H -0.065 2.534 3.429 0.063
H -4.646 2.572 2.901 0.099
H -5.043 2.292 1.198 0.098
H -4.219 0.243 0.108 0.096
H -3.259 -1.147 -2.006 0.050
H -0.341 4.275 0.969 0.062
H 1.074 3.491 0.216 0.004
```



The following is a DFT calculation (ωB97M-V/def2-TZVPD) of an isolated molecule of C2H4N2OS at a distorted geometry.

Values from the calculation:
SMILES string = C1=NOCSN1
E_HOMO = -8.7224 eV
Calculated total energy = -661.45669 Eh
LUMO energy = 0.022 Ha
Orbital gap = 9.330 eV

The geometry in XYZ format:
```
10
Properties=species:S:1:pos:R:3:lowdin_charge:R:1
S -0.250 0.966 -1.337 0.918
O -1.133 0.331 1.055 -0.188
N -0.641 -0.970 1.032 0.029
N 0.341 -0.645 -1.160 -0.326
C 0.122 -1.310 0.059 -0.271
C -0.290 1.244 0.389 -0.541
H 0.591 -2.276 0.091 0.115
H -0.734 2.221 0.552 0.090
H 1.293 -0.772 -1.503 0.081
H 0.702 1.212 0.821 0.091
```



Energy relative to the best compared isomer or geometry (same formula, charge and spin)? In order: 0.0, 80.9 kcal/mol.